Formula: C2H9N2
Source: OMol25
Level of theory: wB97M-V/def2-TZVPD

Last column: Löwdin spin population.
Geometry (Å):
C -0.65872 -0.40126 -0.42072  0.079
N -1.11169 -1.48894 0.45169  0.814
C 0.76881 0.04727 -0.02941  0.039
N 0.95719 1.59512 -0.07523  0.002
H -1.48086 0.32914 -0.45427  0.029
H -0.63850 -0.78080 -1.43735  0.000
H -1.55593 -1.18576 1.32383  0.016
H -1.32847 -2.40917 0.05287  0.016
H 1.45977 -0.30625 -0.72268  0.002
H 1.05823 -0.20402 0.98590  0.001
H 0.12224 2.14773 -0.28292  0.001
H 1.38915 1.91215 0.79619  0.000
H 1.60742 1.81402 -0.83682  0.000

Summary:
HOMO-LUMO gap (spin up / spin down) ... 15.36 / 10.24 eV
Energy ... -5179.64502 eV
Energy above the lowest of the compared OMol25 structures with the same formula, charge and spin ... 0.475 eV
Max |F| ... 2.89 eV/Å
Spin multiplicity ... 2
Total charge ... +2
HOMO (spin up / spin down) ... -0.8523 / -0.8646 Ha



Formula: C17H24N4O4S2
Source: OMol25
Level of theory: wB97M-V/def2-TZVPD

Last column: Mulliken charge in e.
Geometry (Å):
C -1.87151 -2.20943 1.28734  -1.390
C -2.38366 -0.94714 1.77942  -0.333
O -2.69746 0.13832 0.79722  -0.363
C -3.82722 -0.35944 -0.10095  -0.381
C -4.20615 0.68882 -1.11430  -0.324
C -3.22489 1.03125 -1.98475  -1.982
N -1.96990 1.29783 -1.29523  -0.144
C -0.96422 0.49847 -1.40190  -0.114
O -1.07596 -0.60591 -1.88066  -0.659
C 0.31667 0.84545 -0.48255  0.923
C -0.02265 2.06213 0.70035  -1.186
C 1.24443 2.10826 1.34857  -0.971
H 1.24764 2.51374 2.17905  1.262
C 2.44770 2.64829 0.54842  -1.511
N 2.55427 1.76999 -0.82445  0.146
S 3.74260 0.65805 -0.69893  1.149
O 4.11941 0.34665 -2.16263  -0.759
O 4.82784 1.11264 0.10965  -0.747
C 3.29301 -0.73254 -0.19085  0.564
C 3.47068 -1.13107 1.27959  -0.757
C 2.88430 -2.31058 1.68885  -0.434
C 1.89792 -2.99787 1.28202  -1.484
C 1.66676 -2.64999 -0.13581  1.334
N 0.71063 -3.30922 -0.81590  -0.869
S 0.71220 -2.39598 -2.61667  0.130
N 1.91822 -1.44679 -2.09822  -0.253
C 2.29894 -1.82099 -0.84397  -0.049
H 1.58926 -3.78137 1.56861  1.151
H 3.13278 -2.57629 2.90639  0.120
H 4.23218 -0.59004 1.76623  0.662
C 1.35924 1.60582 -1.45772  -1.187
H 1.57697 0.77714 -2.33582  0.420
H 0.99322 2.46275 -1.82777  0.434
H 3.38508 2.43594 0.96499  0.694
H 2.13886 3.52307 0.23129  0.533
H 1.70055 1.24314 1.87951  0.224
H -0.22637 2.85460 0.13353  0.967
H -0.75953 1.50830 1.59514  -0.159
H 0.66188 0.01117 -0.03109  0.360
H -1.95505 2.37921 -0.79191  0.400
H -3.39676 1.87461 -2.51486  0.592
H -3.17712 0.29687 -2.40975  0.868
H -5.28483 0.63207 -1.42096  0.450
H -4.38408 1.60930 -0.30281  0.161
H -4.87521 -0.57852 0.42672  0.279
H -3.40058 -1.23129 -0.71256  0.200
H -1.73723 -0.55743 2.49058  0.498
H -3.30491 -1.33659 2.40521  0.304
H -1.41822 -2.68484 1.89273  0.987
H -1.30860 -1.89166 0.50242  0.044
H -2.65112 -2.78891 0.68921  0.202

Summary:
HOMO-LUMO gap ... 7.27 eV
Energy ... -53821.10156 eV
Energy above the lowest of the compared OMol25 structures with the same formula, charge and spin ... 19.717 eV
Max |F| ... 17.08 eV/Å
Spin multiplicity ... 1
HOMO ... -0.3168 Ha



Formula: C34H67F24N10O20S8
Source: OMol25
Level of theory: wB97M-V/def2-TZVPD

Last column: Mulliken charge in e.
Geometry (Å):
C -6.04045 0.88589 -6.04238  -0.863
N -5.24464 2.04419 -5.60901  0.135
C -4.97153 2.88616 -6.81588  -0.884
C -5.93982 2.78018 -4.52571  -0.796
C -3.87309 1.49552 -5.08524  0.336
C -3.96755 0.69112 -3.73061  -0.474
O -4.31572 1.45619 -2.63599  -0.532
H -6.16193 0.14196 -5.22798  0.290
H -5.46910 0.48603 -6.84849  0.442
H -7.00642 1.20733 -6.46398  0.355
H -4.63651 3.83876 -6.42237  0.395
H -5.86509 3.11787 -7.38692  0.388
H -4.27788 2.44426 -7.50102  0.316
H -5.25030 3.49119 -4.10526  0.283
H -6.27449 2.11936 -3.68825  0.328
H -6.69997 3.32554 -5.03860  0.459
H -3.20171 2.32205 -5.03966  -0.386
H -3.56955 0.81999 -5.89984  0.124
H -3.01381 0.16756 -3.59541  0.046
H -4.68673 -0.09438 -3.76272  0.605
H -3.55963 2.06005 -2.46361  0.417
C 4.05392 -4.56075 3.20152  -0.970
N 4.82212 -4.32772 1.94792  0.385
C 5.77995 -5.53193 1.81385  -0.859
C 3.98763 -4.21610 0.70508  -0.410
C 5.69038 -3.06062 1.93588  -0.730
C 4.95757 -1.76531 2.30240  -1.050
O 4.08794 -1.25619 1.28351  0.385
H 3.19028 -3.87406 3.23690  0.290
H 4.65895 -4.47969 4.10267  0.303
H 3.65809 -5.60123 3.18749  0.354
H 6.48354 -5.37142 2.63766  0.441
H 6.30157 -5.53407 0.82741  0.267
H 5.22808 -6.45442 1.92682  0.356
H 3.48096 -3.28015 0.64279  -0.034
H 3.32185 -5.13340 0.65017  0.587
H 4.64860 -4.25003 -0.19610  0.219
H 6.23864 -3.12675 1.02956  0.601
H 6.50705 -3.23449 2.64672  0.384
H 5.66670 -1.07574 2.67753  0.427
H 4.30242 -2.06048 3.11668  0.688
H 4.67452 -0.93860 0.47751  -0.290
C 2.32960 0.01606 -1.37571  -1.136
N 1.11162 0.74771 -1.00522  2.380
C 1.16757 2.17877 -1.40771  -0.955
C 0.00073 0.01505 -1.67667  -0.198
C 0.97184 0.68118 0.46976  -0.807
C 1.12122 -0.65338 1.13865  -0.307
O -0.09297 -1.39211 0.99462  0.187
H 2.13483 -1.00899 -1.14026  0.270
H 3.19067 0.34889 -0.76812  -0.455
H 2.46985 0.15788 -2.43358  0.867
H 2.07982 2.62376 -1.05325  0.228
H 0.40087 2.77069 -0.97118  0.107
H 1.20604 2.22060 -2.50601  0.295
H 0.07770 -1.02257 -1.32081  0.071
H 0.07873 0.12660 -2.76363  -0.166
H -0.96753 0.43857 -1.28607  0.207
H -0.03057 1.07085 0.68707  0.184
H 1.62560 1.33149 0.93814  0.289
H 1.29418 -0.37991 2.17661  0.530
H 1.92948 -1.27694 0.76083  -0.269
H 0.01768 -2.28474 1.32281  0.086
C 0.69129 2.71532 5.86042  -0.742
N -0.38910 3.87014 5.87192  0.347
C -0.84429 3.90959 7.36348  -1.066
C 0.15280 5.20035 5.55289  -0.821
C -1.63174 3.59105 4.87060  0.040
C -1.81801 2.20044 4.32118  -1.095
O -0.85793 1.84641 3.35360  0.153
H 1.17914 2.64444 4.90907  0.117
H 0.22723 1.77485 6.23400  0.408
H 1.51514 2.90874 6.61366  0.355
H -1.25245 2.96463 7.61569  0.419
H -1.63911 4.68205 7.45175  0.380
H -0.03716 4.17140 8.00015  0.419
H -0.68425 5.89745 5.57806  0.427
H 0.61461 5.25676 4.54474  0.261
H 0.96898 5.47150 6.26613  0.311
H -1.52802 4.37611 4.14345  -0.092
H -2.54633 3.89677 5.42742  0.257
H -2.79609 2.11053 3.92183  0.633
H -1.92964 1.42415 5.10008  0.445
H -1.14431 2.27312 2.50322  -0.014
C -5.08376 -5.82575 3.82542  -1.182
C -4.48946 -5.77342 2.45919  -0.339
N -4.68728 -4.46844 1.87532  0.355
C -5.94862 -4.05230 1.45461  -0.630
C -5.77605 -2.84658 0.91329  -0.327
N -4.40374 -2.57331 0.95640  0.272
C -3.76041 -3.57645 1.55902  -0.182
C -3.80690 -1.31371 0.51856  -0.974
H -6.16186 -5.65887 3.81628  0.373
H -4.53511 -5.09204 4.43876  0.326
H -4.86305 -6.76458 4.31721  0.400
H -4.95356 -6.53372 1.79108  0.364
H -3.44359 -5.94813 2.39114  0.068
H -6.74746 -4.73035 1.55685  0.521
H -6.45380 -2.19011 0.33167  0.446
H -2.68145 -3.69145 1.63592  0.533
H -2.85274 -1.23762 1.03775  0.218
H -4.53738 -0.56659 0.86157  0.521
H -3.66946 -1.30350 -0.59949  0.238
C 2.16609 6.40014 1.99048  0.665
F 1.51326 6.78546 0.94844  -0.135
F 3.49387 6.58611 1.83419  -0.207
F 1.73043 7.04081 3.06424  -0.230
S 1.95753 4.58081 2.31136  0.742
O 2.70250 3.84731 1.31668  -0.515
O 2.50053 4.49758 3.66984  -0.662
N 0.39820 4.21928 2.38354  -0.341
S -0.63464 4.42424 1.25449  1.230
O -0.09267 4.86485 0.05063  -0.550
O -1.55943 3.30406 1.15006  -0.803
C -1.75332 5.84040 1.75343  0.383
F -0.84983 6.73695 2.38335  -0.250
F -2.20544 6.40828 0.69696  -0.187
F -2.75925 5.59134 2.57317  -0.203
C 5.84388 -1.45587 -3.44315  0.600
F 4.48789 -1.38955 -3.18360  -0.169
F 6.12038 -2.27165 -4.43294  -0.225
F 6.22508 -0.26909 -3.83557  -0.227
S 6.67173 -1.89199 -1.81782  0.971
O 6.13234 -3.19357 -1.49727  -0.690
O 8.01935 -1.65570 -2.08042  -0.662
N 6.12411 -0.81520 -0.84829  -0.479
S 6.85038 0.42939 -0.23761  0.949
O 6.66206 0.24645 1.18191  -0.663
O 8.11431 0.75664 -0.81269  -0.667
C 5.75874 1.92199 -0.59196  0.601
F 5.57566 2.01171 -1.90753  -0.197
F 4.52379 1.67826 -0.01708  -0.196
F 6.30831 2.98798 -0.06102  -0.199
C -0.32947 -0.17187 -6.66546  0.635
F 0.49905 -0.79299 -7.42193  -0.175
F -1.47396 0.10129 -7.34459  -0.250
F -0.77832 -0.96229 -5.66569  -0.191
S 0.36143 1.38526 -5.81832  0.748
O 1.27842 0.99469 -4.80354  -0.525
O 0.86100 2.12578 -6.93423  -0.650
N -0.92168 2.02825 -5.14750  -0.069
S -0.92056 3.40929 -4.28221  0.921
O -2.11587 3.43869 -3.42535  -0.601
O 0.36825 3.75277 -3.78951  -0.699
C -1.23625 4.84562 -5.40440  0.396
F -1.18554 5.96980 -4.62608  -0.215
F -0.37914 4.89406 -6.35630  -0.171
F -2.44401 4.69405 -5.86378  -0.199
C 0.02775 -6.01935 2.91178  0.480
F -0.33253 -7.18316 2.41572  -0.186
F -1.02981 -5.45433 3.58544  -0.217
F 1.08869 -6.11870 3.78169  -0.196
S 0.34728 -4.98873 1.46154  1.215
O 0.79986 -3.71894 1.97220  -1.133
O 1.40387 -5.60502 0.71818  -0.855
N -1.06674 -4.90092 0.79404  -0.402
S -1.54768 -5.66827 -0.50824  1.003
O -0.71264 -6.76087 -0.80661  -0.638
O -2.94884 -5.87388 -0.44137  -0.652
C -1.31329 -4.26478 -1.74203  0.640
F 0.02404 -4.04712 -1.75073  -0.180
F -1.68936 -4.48388 -3.01413  -0.252
F -1.88673 -3.14391 -1.31357  -0.146

Summary:
HOMO-LUMO gap ... 8.87 eV
Energy ... -244082.94493 eV
Max |F| ... 3.37 eV/Å
Spin multiplicity ... 1
Total charge ... +1
HOMO ... -0.4034 Ha